Here is a molecular structure, C20H20ClN3O2SZr from the Open Molecules 2025 dataset. Energies are from ωB97M-V/def2-TZVPD.

Positions of all 48 atoms, in Å:
Zr: -0.6884 0.5406 -0.6341
Cl: 4.4010 -2.7788 3.5159
C: 3.3046 -1.7267 2.6819
C: 3.6840 -0.4030 2.4313
C: 2.8468 0.4660 1.7735
C: 1.5944 0.0285 1.3204
O: 0.7835 0.8605 0.7093
C: 1.2129 -1.3108 1.5787
C: -0.0588 -1.8340 1.1938
O: -0.9103 -1.2750 0.4812
C: 2.0791 -2.1765 2.2763
H: 4.6549 -0.0661 2.7699
H: 3.1350 1.4902 1.5834
H: -0.3158 -2.8301 1.5704
H: 1.7750 -3.1958 2.4772
C: 0.3395 -3.1512 -1.6989
C: 1.1589 -1.9307 -1.9731
C: 2.4271 -1.8598 -2.4777
C: 2.7597 -0.4797 -2.5769
C: 1.6757 0.2296 -2.1440
C: 1.5100 1.7207 -2.2188
N: 0.6700 -0.6605 -1.7423
H: 0.6276 -3.9469 -2.3853
H: -0.7256 -2.9620 -1.8407
H: 0.4790 -3.5442 -0.6868
H: 3.0449 -2.6961 -2.7645
H: 3.6744 -0.0574 -2.9635
H: 2.5034 2.1690 -2.2519
H: 1.0455 2.2146 -1.3468
H: 0.9529 2.0398 -3.0989
S: -2.2947 0.2240 -4.8321
C: -1.8329 0.8595 -3.4583
N: -1.4955 1.3276 -2.4147
C: -4.0763 0.4734 -0.8697
C: -3.5920 1.2043 0.3425
C: -4.3309 1.7511 1.3434
C: -3.4103 2.2970 2.2894
C: -2.1513 2.0466 1.8320
C: -0.8765 2.4598 2.4968
N: -2.2249 1.3642 0.6071
H: -5.1093 0.1633 -0.7153
H: -3.5109 -0.4495 -1.0645
H: -4.0318 1.0760 -1.7771
H: -5.4081 1.7581 1.4013
H: -3.6477 2.8270 3.1985
H: -1.1305 3.1069 3.3361
H: -0.2126 3.0197 1.8357
H: -0.3045 1.6169 2.8903

Summary:
spin multiplicity	1
frontier orbital gap	5.994	eV
ΔE to the lowest compared entry with this formula, charge and spin	30.51	kcal per mole

=====

Here is a single C20H20FN3O3S molecule from the Open Molecules 2025 dataset. Energies are from ωB97M-V/def2-TZVPD.

Positions of all 48 atoms, in Å:
C: 3.7063 -1.1265 4.4651
H: 3.9920 -0.1125 4.1692
O: 3.6470 -1.9909 3.3537
C: 2.7707 -1.7097 2.3596
C: 1.8976 -0.6236 2.3456
C: 1.0749 -0.4354 1.2554
C: 1.0819 -1.3054 0.1728
C: 1.9100 -2.4358 0.2046
C: 2.7528 -2.6059 1.2959
H: 3.4058 -3.4625 1.3165
O: 1.9915 -3.3997 -0.7532
C: 0.8423 -3.7372 -1.5039
H: 0.7344 -3.1088 -2.3930
H: -0.0655 -3.6750 -0.8984
H: 0.9918 -4.7698 -1.8196
N: 0.2863 -0.9710 -0.9476
C: -1.0645 -0.8619 -0.9956
N: -1.4813 -0.4511 -2.1720
C: -0.3545 -0.2701 -2.9170
C: 0.7467 -0.5847 -2.1824
H: 1.7924 -0.5662 -2.4087
H: -0.4245 0.0695 -3.9301
S: -2.0517 -1.3087 0.3708
C: -3.7114 -0.8492 -0.2369
C: -3.8556 0.6661 -0.1606
O: -4.3105 1.2274 0.8131
N: -3.4296 1.2891 -1.2780
H: -2.8852 0.7253 -1.9362
C: -3.1287 2.7101 -1.2672
C: -1.6778 2.8816 -0.8951
C: -0.6930 2.8846 -1.8746
C: 0.6469 2.9150 -1.5314
C: 0.9867 2.9435 -0.1920
C: 0.0278 2.9477 0.8055
C: -1.3069 2.9097 0.4446
H: -2.0710 2.8897 1.2069
H: 0.3302 2.9791 1.8407
F: 2.2926 2.9612 0.1544
H: 1.4208 2.9119 -2.2824
H: -0.9749 2.8584 -2.9166
H: -3.7810 3.1773 -0.5265
H: -3.3358 3.1206 -2.2578
H: -3.8193 -1.2363 -1.2476
H: -4.4051 -1.3301 0.4505
H: 0.4123 0.4162 1.2220
H: 1.8601 0.0811 3.1591
H: 2.7528 -1.0965 5.0012
H: 4.4730 -1.5406 5.1177

Summary:
spin multiplicity	1
SMILES	COc1ccc(-n2ccnc2SCC(=O)NCc2ccc(F)cc2)c(OC)c1
frontier orbital gap	8.933	eV
ΔE to the lowest compared entry with this formula, charge and spin	10.24	kcal per mole

=====

Here is a single C20H20FN7O molecule in a non-equilibrium geometry from the Open Molecules 2025 dataset. Energies are from ωB97M-V/def2-TZVPD.

Positions of all 49 atoms, in Å:
O: 3.8886 -3.7852 1.5751
F: 6.2997 0.3127 -0.9723
N: -0.0566 -0.3654 -0.1621
N: -4.7304 -0.9865 0.1546
N: -2.6367 2.1299 -0.5938
C: 4.8540 -3.1154 1.8419
C: 0.6586 0.7081 -0.3544
C: -4.1076 -2.1083 0.4005
C: -3.7095 1.3989 -0.4008
C: -0.1773 1.8600 -0.4884
C: -3.7374 -0.0308 -0.0802
C: -1.4532 1.4440 -0.4149
C: -2.5149 -0.6228 0.0073
C: 4.3342 1.6197 -0.9564
C: 2.9536 1.7872 -0.7123
C: 2.7780 -0.6058 -0.2859
C: 4.9485 0.3696 -0.8094
C: 2.1387 0.6627 -0.4547
C: 4.1788 -0.7526 -0.4919
N: -1.3479 0.0913 -0.1350
N: -2.7295 -1.9277 0.3445
N: 5.4102 -2.3264 0.8540
N: -4.9690 1.9319 -0.6961
C: 5.4074 -3.1995 3.2662
C: -1.7366 -3.0461 0.3876
C: 4.7861 -2.1239 -0.4672
C: -6.4961 3.9000 -1.4619
C: -5.4980 4.3620 -0.3945
C: -5.1224 3.2543 -1.3358
H: -4.6148 -3.0483 0.5419
H: 0.0472 2.9065 -0.6566
H: 4.9991 2.4246 -1.2188
H: 2.4988 2.7925 -0.8498
H: 2.1683 -1.4886 0.0158
H: 6.2139 -1.7517 1.0918
H: -5.6911 1.2549 -0.8216
H: 6.4842 -3.4053 3.2840
H: 5.2437 -2.2524 3.7513
H: 4.9112 -4.0106 3.8061
H: -0.9285 -2.8645 -0.3348
H: -1.3175 -3.1413 1.3777
H: -2.1361 -4.0318 0.1592
H: 4.0172 -2.8900 -0.6867
H: 5.5639 -2.2395 -1.2249
H: -6.6458 4.5646 -2.3212
H: -7.3731 3.3550 -1.0937
H: -5.5818 4.0733 0.6413
H: -5.0521 5.3679 -0.4982
H: -4.4202 3.5486 -2.1265

Summary:
spin multiplicity	1
SMILES	CC(=O)NCc1cc(-c2cc3nc(NC4CC4)c4ncn(C)c4n3n2)ccc1F
frontier orbital gap	8.778	eV
ΔE to the lowest compared entry with this formula, charge and spin	0.00	kcal per mole

=====

Here is a single C20H20FNO5 molecule from the Open Molecules 2025 dataset. Energies are from ωB97M-V/def2-TZVPD.

Positions of all 47 atoms, in Å:
C: 0.9986 1.7702 3.7529
C: 0.6660 1.9008 2.2742
H: -0.3540 1.5554 2.0776
H: 0.7740 2.9320 1.9320
O: 1.5749 1.1339 1.4836
C: 1.2126 -0.1135 1.1651
O: 0.1544 -0.6097 1.4848
C: 2.2663 -0.8252 0.4345
C: 2.4979 -2.1772 0.5731
N: 3.6318 -2.4739 -0.1218
C: 4.1485 -1.3602 -0.7032
C: 3.3144 -0.2978 -0.3944
C: 3.4849 1.0268 -0.9752
O: 4.5706 1.4761 -1.2819
C: 2.2362 1.8395 -1.2865
H: 2.0960 2.6020 -0.5092
H: 2.3987 2.3602 -2.2381
O: 1.0750 1.0330 -1.3760
C: -0.0791 1.5822 -0.9556
O: -0.1780 2.7303 -0.5921
C: -1.1628 0.5933 -0.9721
C: -2.3845 0.9199 -0.5362
C: -3.5268 0.0306 -0.4434
C: -4.8089 0.5791 -0.3738
C: -5.9002 -0.2614 -0.2974
C: -5.7691 -1.6386 -0.2692
C: -4.4939 -2.1783 -0.3166
C: -3.3851 -1.3586 -0.4049
H: -2.3968 -1.7889 -0.4131
H: -4.3698 -3.2500 -0.2819
H: -6.6471 -2.2612 -0.2032
F: -7.1364 0.2779 -0.2429
H: -4.9562 1.6479 -0.3922
H: -2.5491 1.9485 -0.2369
H: -0.8940 -0.3912 -1.3183
C: 5.3724 -1.4172 -1.5375
H: 5.2999 -2.2112 -2.2806
H: 5.5193 -0.4624 -2.0334
H: 6.2456 -1.6098 -0.9139
H: 4.0355 -3.3952 -0.1909
C: 1.7595 -3.2141 1.3354
H: 0.8844 -2.7656 1.7953
H: 1.4339 -4.0155 0.6723
H: 2.3917 -3.6488 2.1102
H: 0.3390 2.4100 4.3319
H: 2.0298 2.0641 3.9332
H: 0.8638 0.7401 4.0752

Summary:
spin multiplicity	1
SMILES	CCOC(=O)c1c(C)[nH]c(C)c1C(=O)COC(=O)/C=C/c1cccc(F)c1
frontier orbital gap	8.434	eV

=====

Here is a molecular structure, C20H20N12S4Yb in a non-equilibrium geometry from the Open Molecules 2025 dataset. Energies are from ωB97M-V/def2-TZVPD.

Positions of all 57 atoms, in Å:
Yb: 0.3245 0.3412 0.5455
N: 4.4483 -0.4908 -0.5769
C: 3.2900 0.0076 -1.0069
S: 2.9722 1.6592 -0.8076
N: 2.4843 -0.9149 -1.6130
N: 0.4147 0.0024 -2.0626
C: -0.5089 0.5444 -2.8255
C: -1.6163 1.0895 -2.1042
C: -3.0098 0.8105 -2.5825
C: -4.0437 0.9047 -1.6974
C: -3.9173 1.7294 -0.4745
C: -2.4566 2.0914 -0.1347
N: -1.3992 1.6243 -0.9029
H: 5.0557 0.1514 -0.0788
H: 4.7298 -1.4465 -0.5667
H: -0.4589 0.5906 -3.9117
H: -3.1751 0.5086 -3.5901
H: -5.0594 0.4810 -1.9177
H: -4.6322 2.5932 -0.4836
H: -2.2751 3.1442 0.2115
N: 1.5402 -1.5726 3.9428
C: 1.4640 -1.2148 2.6400
S: 2.5305 0.0682 2.1178
N: 0.8250 -2.1238 1.7753
N: 1.0573 -1.9281 0.4814
C: 1.8281 -2.8110 -0.2104
C: 2.5220 -2.3328 -1.3402
C: 3.0509 -3.2200 -2.3684
C: 3.4601 -2.7181 -3.5613
C: 2.9220 -1.6318 -4.3353
C: 1.7389 -0.9491 -3.9045
N: 1.5107 -0.6003 -2.6131
H: 2.1759 -1.0342 4.5020
H: 1.1607 -2.4336 4.3256
H: 1.7467 -3.8561 0.1216
H: 3.1455 -4.2804 -2.2069
H: 4.3159 -3.1404 -4.0724
H: 3.3838 -1.3764 -5.2533
H: 0.8662 -0.7950 -4.5764
N: -2.3204 -2.2371 2.0644
C: -2.7423 -1.0524 1.5385
N: -1.9444 -0.0681 1.2636
C: -2.5764 1.2512 1.2579
C: -4.1137 1.0287 0.9437
S: -4.4922 -0.6970 1.2680
C: -1.9303 2.1133 2.3144
C: -2.4815 3.0593 3.1471
S: -1.2430 4.0097 3.8951
C: -0.0299 3.0398 3.0135
N: -0.5509 2.0737 2.2800
N: 1.2571 3.3567 2.9741
H: -1.2863 -2.3555 2.0197
H: -2.9980 -2.8882 2.4084
H: -4.8191 1.6350 1.5402
H: -3.5503 3.2820 3.2677
H: 1.5531 4.1503 3.5590
H: 1.8568 2.8275 2.3604

Summary:
spin multiplicity	2
frontier orbital gap (alpha / beta)	5.456 / 5.013	eV
net charge	+1

=====

Here is a single C20H20N2O2 molecule from the Open Molecules 2025 dataset. Energies are from ωB97M-V/def2-TZVPD.

Positions of all 44 atoms, in Å:
C: 5.4700 0.0899 1.7032
C: 4.5473 -1.0262 1.2790
O: 4.6854 -2.1603 1.6961
C: 3.4786 -0.6941 0.3415
C: 2.6350 -1.6612 -0.1651
N: 1.7327 -1.1229 -1.0148
C: 1.9595 0.2338 -1.0871
C: 1.2695 1.1954 -1.8134
C: 1.6877 2.5031 -1.6936
C: 2.7641 2.8376 -0.8709
C: 3.4496 1.8844 -0.1488
C: 3.0540 0.5497 -0.2450
H: 4.2740 2.1813 0.4778
H: 3.0646 3.8724 -0.7991
H: 1.1753 3.2798 -2.2402
H: 0.4337 0.9299 -2.4427
C: 0.6896 -1.8172 -1.7114
H: 0.7221 -2.8760 -1.4392
H: 0.8265 -1.7393 -2.7958
C: -0.7208 -1.2788 -1.3956
O: -1.6015 -1.3139 -2.2219
N: -0.8506 -0.8127 -0.1323
C: -1.9750 -0.0863 0.3389
C: -1.7540 1.2044 0.8043
C: -2.8182 1.9636 1.2454
C: -4.0964 1.4354 1.2040
C: -4.3258 0.1422 0.7570
C: -3.2501 -0.6499 0.3397
C: -3.4524 -2.0703 -0.0852
H: -4.2965 -2.5181 0.4311
H: -3.6320 -2.1173 -1.1590
H: -2.5621 -2.6597 0.1246
C: -5.7252 -0.3949 0.7293
H: -5.8465 -1.1959 1.4587
H: -5.9622 -0.7955 -0.2544
H: -6.4383 0.3902 0.9668
H: -4.9317 2.0381 1.5296
H: -2.6547 2.9676 1.6062
H: -0.7503 1.6065 0.8030
H: -0.0046 -0.6845 0.4064
H: 2.6531 -2.7132 0.0474
H: 5.9228 0.5513 0.8288
H: 6.2475 -0.3123 2.3477
H: 4.9066 0.8439 2.2489

Summary:
spin multiplicity	1
SMILES	CC(=O)c1cn(CC(=O)Nc2cccc(C)c2C)c2ccccc12
frontier orbital gap	8.941	eV
ΔE to the lowest compared entry with this formula, charge and spin	4.61	kcal per mole

=====

Here is a single C20H20N2O4S molecule in a non-equilibrium geometry from the Open Molecules 2025 dataset. Energies are from ωB97M-V/def2-TZVPD.

Positions of all 47 atoms, in Å:
C: 2.4166 2.9937 -0.4217
N: 1.9334 1.8015 0.2190
C: 0.8115 1.1347 -0.1295
C: 0.6399 0.0522 0.7115
C: 1.7087 0.0628 1.6032
C: 2.5045 1.1573 1.2841
C: 3.7271 1.5219 1.9812
O: 4.1749 0.9012 2.9160
O: 4.3485 2.6221 1.5084
H: 5.1477 2.7821 2.0342
H: 1.9050 -0.6311 2.3948
H: -0.1569 -0.6604 0.6765
S: -0.1952 1.7199 -1.4894
O: -0.7799 2.9627 -1.0694
O: 0.6370 1.7382 -2.6605
N: -1.3905 0.6253 -1.7120
C: -2.6824 0.8440 -1.0933
C: -2.7724 0.2515 0.2884
C: -3.3463 -0.9936 0.5044
C: -3.3707 -1.5450 1.7742
C: -2.8258 -0.8515 2.8409
C: -2.2675 0.3998 2.6371
C: -2.2416 0.9486 1.3677
H: -1.8076 1.9231 1.1988
H: -1.8509 0.9477 3.4689
H: -2.8433 -1.2821 3.8310
H: -3.8181 -2.5155 1.9313
H: -3.7893 -1.5299 -0.3234
H: -3.4565 0.4308 -1.7462
H: -2.8076 1.9280 -1.0361
C: -1.1205 -0.5125 -2.5727
C: -0.2094 -1.5174 -1.9181
C: -0.7184 -2.5761 -1.1777
C: 0.1338 -3.4541 -0.5303
C: 1.5043 -3.2841 -0.6204
C: 2.0201 -2.2391 -1.3684
C: 1.1685 -1.3610 -2.0143
H: 1.5643 -0.5408 -2.5941
H: 3.0890 -2.1079 -1.4468
H: 2.1690 -3.9669 -0.1128
H: -0.2741 -4.2719 0.0454
H: -1.7868 -2.7148 -1.1043
H: -0.6418 -0.1222 -3.4762
H: -2.0744 -0.9706 -2.8423
H: 3.4220 2.8300 -0.8108
H: 2.4523 3.8165 0.2934
H: 1.7501 3.2532 -1.2399

Summary:
spin multiplicity	1
SMILES	Cn1c(C(=O)O)ccc1S(=O)(=O)N(Cc1ccccc1)Cc1ccccc1
frontier orbital gap	9.330	eV
ΔE to the lowest compared entry with this formula, charge and spin	22.16	kcal per mole

=====

Here is a molecular structure, C20H20N2O4S2 in a non-equilibrium geometry from the Open Molecules 2025 dataset. Energies are from ωB97M-V/def2-TZVPD.

Positions of all 48 atoms, in Å:
C: -1.3936 -1.5310 -4.0597
H: -1.8258 -2.2259 -3.3544
O: -1.1412 -0.2807 -3.6148
C: 0.0462 -0.1512 -2.7212
C: 0.7020 -1.0924 -2.1943
C: 1.9943 -1.1100 -1.4016
C: 2.5002 0.0869 -0.9725
C: 1.6835 1.3683 -1.6764
C: 0.5914 1.2000 -2.4376
H: -0.0438 1.9746 -2.6959
H: 2.1467 2.1884 -1.5080
N: 3.6468 0.3605 -0.4855
S: 3.2719 -0.0794 1.3434
O: 2.9433 -1.6642 1.1637
O: 4.5766 0.1908 1.8516
C: 2.1032 0.7516 1.8369
C: 0.7077 0.2540 1.7087
C: -0.3452 0.9692 1.8059
C: -0.3535 2.3115 1.9800
C: 1.0574 2.7746 2.3279
C: 2.1712 2.2472 2.0855
C: 3.6661 2.6888 2.2767
H: 3.7637 3.3334 1.3245
H: 4.3959 1.9335 2.4426
H: 3.4523 3.6207 2.8837
H: 0.9896 3.8832 2.5850
H: -1.2154 2.9948 2.4203
N: -1.6074 0.3383 1.2989
C: -2.7605 0.8709 1.5486
O: -3.1412 2.0065 1.8110
C: -3.9523 -0.0637 0.9195
C: -3.5062 -1.2878 0.6176
C: -2.9605 -1.8492 -0.5735
C: -2.5989 -3.0955 -0.4543
C: -2.8254 -3.7641 0.6776
S: -3.5185 -2.8626 1.6004
H: -2.7352 -4.6870 0.7905
H: -2.0597 -3.8988 -1.3111
H: -2.7901 -1.1577 -1.4036
H: -4.3245 0.3277 0.1561
H: -4.7014 -0.2630 2.0109
H: -1.3187 -0.7650 1.2346
H: 0.8134 -0.7583 1.3145
H: 3.9854 1.2368 -0.2406
H: 2.5873 -1.8987 -1.2206
H: 0.3300 -2.3004 -2.5000
H: -0.6435 -1.8797 -4.5792
H: -2.3639 -1.2459 -4.6120

Summary:
spin multiplicity	1
frontier orbital gap	6.493	eV
ΔE to the lowest compared entry with this formula, charge and spin	404.71	kcal per mole